C4H11Cl2FeO4Tc | the ωB97M-V functional and the def2-TZVPD basis

XYZ file:
```
23
Properties=species:S:1:pos:R:3:forces:R:3:mulliken_spin:R:1
Fe 0.34040 -0.63550 0.50133 1.3 -5.5 1.7 4.181
Cl -1.94863 -0.88463 -0.54620 -0.7 -1.8 0.4 0.257
C 1.02713 -0.63090 -1.40993 1.3 -0.9 -1.5 0.329
H 2.11376 -0.54797 -1.33628 0.2 -0.4 0.4 0.016
H 0.81327 0.08363 -2.19301 -0.2 0.2 0.6 -0.031
H 0.78085 -1.60312 -1.84495 -0.1 -0.2 0.4 0.026
Tc -0.96765 1.13504 -0.19554 0.4 3.3 -1.8 2.814
C -1.11070 1.37744 -2.24703 -1.5 1.3 -1.1 -0.043
C -1.93523 1.63125 1.61577 0.0 1.3 0.4 -0.104
C 0.97436 1.29918 0.24668 -0.1 3.7 1.3 0.285
H -1.80774 0.89060 2.42295 0.1 -0.1 -0.4 0.036
H -1.53791 2.58852 2.01311 -0.1 -0.4 -0.2 0.040
H -3.01453 1.80399 1.49545 0.2 -0.2 -0.2 0.003
H -0.52446 0.76557 -2.93591 -0.2 -0.1 0.5 0.003
H -2.14991 1.24747 -2.58314 0.1 0.2 0.1 0.013
H -0.81730 2.41694 -2.45028 -0.1 0.0 0.1 0.029
H 1.84540 1.31271 -0.41296 -0.4 -0.1 0.1 0.000
H 1.20078 1.92842 1.14061 0.0 -0.6 -0.2 0.055
O 1.23521 -3.85295 2.75959 -0.9 -0.1 -0.5 0.007
Cl 1.35451 -2.89377 1.72652 1.5 -0.3 0.7 -0.019
O 0.78838 -1.56418 2.28701 0.0 -0.5 -1.7 0.078
O 2.75641 -2.67940 1.45314 -1.3 0.2 -0.5 0.004
O 0.58361 -3.18836 0.49307 0.7 0.9 1.6 0.024
```
Positions in Å, forces in eV/Å.

The total energy comes out at -74131.446 eV. As for the total charge: 0. As for the spin multiplicity: 9. Its expectation value of S² is 20.04. The calculation puts the highest occupied orbital energy (spin up / spin down) at -8.479 / -10.206 eV. As for the energy above the lowest of the compared OMol25 structures with the same formula, charge and spin: 37.8 kcal per mole.